The following is a quantum chemistry calculation of a 12-piece molecular cluster, C48H132N12O12 overall in a non-equilibrium geometry, from OMol25.

Its expectation value of S² is 0.76. The HOMO-LUMO gap (spin up / spin down) is 8.0 / 2.2 eV. As for the total charge: +1. The value obtained for the HOMO energy (spin up / spin down) is -0.372 / -0.372 hartree. The spin multiplicity is 2. The relative energy (zero: lowest compared OMol25 entry of this formula, charge and spin) comes out at 164.9 kJ/mol.

Geometry as XYZ:
```
204
Properties=species:S:1:pos:R:3:forces:R:3:mulliken_charge:R:1
C 0.2328 0.7450 -7.2383 0.766 0.838 0.582 -1.205
C 0.3333 -0.7730 -7.0233 -0.590 0.598 0.186 0.587
C -0.2757 -1.1813 -5.6514 0.580 0.899 -1.300 -0.718
O 0.3615 -0.5018 -4.5890 -2.108 -0.190 -1.576 -0.763
C 1.6300 -0.8831 -4.3122 1.819 0.619 1.590 -0.428
N -0.4096 -1.4287 -8.0614 -0.192 -0.849 -1.025 -0.757
H 0.4323 1.1684 -8.2227 -0.058 -0.948 -0.611 0.480
H 0.9738 1.3275 -6.6909 -0.150 -0.078 0.789 0.202
H -0.7674 1.1071 -7.0005 -0.076 -0.064 0.303 0.189
H 1.3477 -1.1562 -7.1338 0.234 0.241 0.279 0.319
H -0.2476 -2.2589 -5.4895 -0.032 -0.099 -0.121 0.345
H -1.3012 -0.8147 -5.6964 -0.198 -0.222 0.345 0.140
H 1.9759 -1.8807 -4.5831 -0.629 -0.379 0.082 0.332
H 1.5910 -0.7039 -3.2378 1.186 -0.628 0.436 -0.257
H 2.3908 -0.2113 -4.7098 0.036 0.302 -0.357 0.340
H 0.0253 -1.1168 -8.9179 0.132 -0.403 -0.422 0.299
H -1.3459 -1.0670 -8.1737 -0.373 0.103 0.478 0.266
C -2.9924 -4.5835 0.7337 -0.038 -1.194 0.769 -1.672
C -1.6186 -4.9411 0.1760 -0.080 1.473 -0.218 1.504
C -0.5482 -5.3490 1.1902 -1.077 0.798 0.014 -1.220
O 0.7329 -4.9956 0.6947 0.727 -0.333 -0.647 0.337
C 1.7258 -5.7623 1.3264 0.679 -0.921 0.238 -1.181
N -1.7615 -5.9018 -0.9173 0.382 -0.267 0.572 -0.698
H -3.0284 -3.9879 1.6458 0.538 0.504 -0.222 0.223
H -3.4291 -5.5165 1.0900 -0.491 -0.158 -0.387 0.437
H -3.6058 -4.1203 -0.0392 -0.052 -0.138 0.090 0.316
H -1.2823 -3.9994 -0.2577 0.502 0.425 0.021 -0.243
H -0.6936 -6.4045 1.4201 0.488 -0.196 0.026 0.524
H -0.5847 -4.7440 2.0962 -0.893 -0.278 0.387 0.191
H 1.6126 -5.7945 2.4101 -0.246 0.129 0.200 0.296
H 2.7511 -5.4471 1.1328 -0.191 0.688 -0.333 0.323
H 1.7064 -6.7894 0.9619 -0.236 -0.247 0.044 0.376
H -2.3433 -5.5097 -1.6438 -0.231 0.049 -0.071 0.359
H -0.8441 -6.0098 -1.3258 0.167 -0.301 -0.243 0.210
C -4.3810 -0.7453 -1.4249 -0.710 -0.386 -0.917 -1.012
C -4.8096 -1.2827 -2.8572 0.006 1.291 0.634 0.296
C -5.5112 -0.1501 -3.7210 -0.162 -1.681 1.674 -0.385
O -5.6999 -0.5698 -5.0360 0.874 0.288 -1.165 -0.340
C -6.6924 -1.5281 -5.2576 -0.958 0.025 0.608 -0.728
N -3.5955 -1.7020 -3.5285 -0.045 -0.198 0.675 -0.653
H -3.8399 -1.5151 -0.8746 -0.199 -0.272 -0.013 0.027
H -5.2423 -0.4191 -0.8420 -0.069 -0.108 0.042 0.546
H -3.6774 0.0861 -1.4693 -0.101 0.133 -0.422 -0.001
H -5.4805 -2.1361 -2.7587 -0.231 0.077 0.205 0.410
H -4.8869 0.7434 -3.7110 -0.110 0.007 -0.120 -0.072
H -6.4839 0.0035 -3.2538 -0.236 0.602 0.107 0.408
H -6.6329 -2.3695 -4.5673 0.381 -0.353 -0.226 0.307
H -6.7128 -1.8469 -6.2997 0.418 0.016 0.146 0.267
H -7.6742 -1.1059 -5.0438 -0.298 0.294 -0.051 0.320
H -3.7628 -1.6038 -4.5197 0.241 0.013 -0.305 0.349
H -3.0130 -0.9416 -3.2082 1.133 0.068 -0.821 0.285
C -0.1703 -1.5270 1.9937 -0.654 0.227 -0.656 -0.212
C 0.1650 -1.4400 0.5032 -0.183 1.783 0.648 1.631
C 0.0306 0.0015 -0.1035 -0.538 -0.767 -0.857 0.333
O -1.2343 0.6467 0.0450 1.250 -1.872 0.249 0.197
C -1.1458 1.8233 0.7697 -0.043 1.518 -0.147 -0.261
N 1.5186 -1.8842 0.2563 -0.616 0.050 0.998 0.328
H 0.3694 -0.8028 2.6039 0.211 -0.025 0.009 -0.147
H -0.0388 -2.5440 2.3633 0.218 -0.026 0.073 -0.378
H -1.2337 -1.3087 2.0910 -0.048 0.104 0.153 0.309
H -0.5013 -2.1190 -0.0288 -0.296 0.004 -0.264 -1.030
H 0.1681 -0.0859 -1.1812 0.199 -0.496 -0.201 -0.592
H 0.9121 0.5849 0.1623 -0.195 0.432 0.787 -0.006
H -0.4659 2.5012 0.2536 0.119 0.334 -0.163 -0.332
H -0.7441 1.7602 1.7811 -0.463 -0.505 0.146 -0.436
H -2.1362 2.2767 0.7291 0.116 -0.004 0.477 0.466
H 1.5738 -2.1910 -0.7044 0.567 -0.164 -0.779 -0.294
H 1.5633 -2.6879 0.8664 0.897 -0.544 -0.070 0.288
C -1.7233 -1.8169 5.7618 0.670 0.109 -0.853 -1.352
C -2.7012 -0.6699 5.8563 -1.151 0.434 -0.836 0.765
C -3.1622 -0.1112 4.4640 -0.022 0.741 1.165 -0.242
O -4.1826 0.8774 4.7049 0.051 0.312 1.096 -0.482
C -4.9632 1.2865 3.6273 -0.166 -1.463 -2.388 -0.759
N -3.9373 -1.1028 6.5224 0.563 -0.259 0.419 -0.835
H -0.7489 -1.4814 5.4067 0.238 0.514 0.139 0.080
H -1.9727 -2.5371 4.9825 -0.564 -0.467 0.466 0.264
H -1.5339 -2.2457 6.7458 -0.296 -0.342 -0.168 0.363
H -2.1927 0.0793 6.4631 -0.041 0.647 -0.258 0.237
H -3.5613 -0.9471 3.8895 -0.037 -0.024 -0.263 0.745
H -2.3562 0.4231 3.9612 0.324 -0.365 -0.350 -0.128
H -4.3976 1.6773 2.7814 0.537 0.720 0.186 0.143
H -5.8479 1.9095 3.7585 0.514 0.271 1.184 0.312
H -5.3758 0.4222 3.1069 -0.346 -0.654 0.211 0.394
H -3.7055 -1.0859 7.5052 -0.299 -0.419 0.351 0.279
H -4.6643 -0.4081 6.4275 0.016 0.235 -0.278 0.279
C 4.7904 6.3708 -2.3349 -0.067 -0.901 -0.391 -1.203
C 4.4693 5.2943 -3.4141 -1.247 0.984 0.795 0.298
C 3.5130 4.2507 -2.8308 0.816 -0.432 0.292 0.282
O 4.2761 3.3627 -2.0711 1.147 -1.796 1.093 -0.506
C 3.7304 2.0399 -1.8781 -0.560 2.062 -0.927 -0.024
N 3.7452 5.9573 -4.4850 0.033 0.761 -0.382 -0.736
H 3.8523 6.8450 -2.0463 -0.017 0.287 -0.319 0.172
H 5.4990 7.0904 -2.7448 -0.072 0.094 0.260 0.342
H 5.1433 5.9309 -1.4021 0.473 -0.149 -0.207 0.364
H 5.3710 4.8646 -3.8503 0.001 -0.421 0.436 0.352
H 2.9894 3.7712 -3.6578 -0.065 -0.481 -0.163 0.209
H 2.7643 4.6378 -2.1397 -0.286 0.717 -0.315 -0.359
H 4.3612 1.4212 -1.2398 0.183 0.210 -0.317 0.280
H 3.5626 1.6836 -2.8945 0.131 -0.888 0.096 0.313
H 2.7423 2.1657 -1.4356 -0.270 -0.288 0.361 -0.310
H 3.0360 5.3675 -4.8963 0.037 -0.078 -0.139 0.294
H 3.2760 6.7675 -4.1061 -0.252 0.247 -0.107 0.259
C -0.1064 8.0042 -4.2563 -0.830 -1.339 -0.269 -1.286
C 0.2955 7.8616 -2.7995 0.321 0.237 0.445 0.093
C 0.2005 6.4849 -2.1794 -0.909 -1.044 0.765 0.097
O 0.3470 6.5099 -0.7295 0.514 1.593 -0.976 -0.549
C 0.4994 5.2881 -0.0899 0.364 0.066 0.412 -0.322
N 1.6771 8.3175 -2.6757 -0.092 0.435 -0.041 -0.570
H -0.3126 9.0300 -4.5616 0.261 0.018 0.184 0.429
H -1.0320 7.4433 -4.3864 -0.370 0.152 -0.067 0.159
H 0.5633 7.5255 -4.9707 0.442 0.203 0.194 0.279
H -0.3797 8.5272 -2.2618 -0.219 -0.041 0.421 0.283
H 0.9356 5.8193 -2.6318 0.289 -0.043 0.016 -0.201
H -0.7804 6.0274 -2.3082 -0.234 0.057 -0.628 0.450
H -0.4012 4.6765 -0.1447 0.033 -0.301 -0.262 0.344
H 0.7025 5.4845 0.9629 -0.307 0.275 0.153 0.331
H 1.4136 4.7833 -0.4025 -0.101 -0.526 -0.521 -0.041
H 1.5856 9.2982 -2.8991 0.720 0.382 -0.160 0.257
H 1.9517 8.3001 -1.7039 0.042 -0.078 0.319 0.236
C 3.4570 -3.5885 -2.0439 -0.399 -0.984 -1.787 -1.281
C 2.2134 -4.3292 -2.6254 2.430 -0.685 0.540 0.470
C 2.2660 -5.8814 -2.3701 0.900 0.366 -0.626 -0.781
O 3.3650 -6.5362 -3.1014 -1.872 0.566 0.351 -0.391
C 3.1960 -7.9505 -3.2863 0.554 0.387 -0.104 -0.730
N 1.0832 -3.6896 -2.0233 -1.503 -0.711 0.046 0.017
H 3.5262 -3.7084 -0.9628 -0.067 0.218 0.005 0.107
H 3.3458 -2.5680 -2.4104 0.223 0.254 0.591 0.164
H 4.3401 -4.0054 -2.5282 0.220 0.010 0.287 0.539
H 2.1472 -4.1684 -3.7014 0.291 -0.041 -0.066 0.533
H 1.2621 -6.2304 -2.6122 0.008 -0.604 -0.528 0.492
H 2.4016 -6.0966 -1.3102 0.097 0.147 0.248 0.188
H 4.1125 -8.2937 -3.7663 0.149 0.032 0.312 0.282
H 2.4184 -8.2552 -3.9867 -0.495 0.472 0.102 0.299
H 3.0563 -8.4643 -2.3352 -0.004 -0.041 0.089 0.282
H 0.8896 -4.1835 -1.1638 0.218 0.038 0.874 -0.596
H 0.2933 -4.0318 -2.5515 -0.722 0.586 -0.465 0.500
C 3.1342 1.7363 2.7019 -1.282 -0.386 1.389 -0.761
C 4.0208 0.4981 2.8925 -0.258 2.156 -0.854 0.228
C 3.5163 -0.4916 4.0323 -0.627 -2.052 -1.006 -0.226
O 3.1910 0.0118 5.2681 0.521 1.051 -1.767 -0.252
C 4.3291 0.6158 5.9226 -1.497 -1.081 1.051 -0.821
N 4.1882 -0.0830 1.5857 -0.044 -1.103 2.064 -0.229
H 3.4206 2.5755 2.0680 0.710 -0.478 -0.080 0.480
H 2.9466 2.1162 3.7062 0.091 0.334 0.046 0.279
H 2.1286 1.4458 2.3980 -0.150 -0.224 -0.308 -0.044
H 4.9423 0.8999 3.3138 0.650 -0.451 -0.459 0.337
H 4.2120 -1.3298 4.0725 1.188 0.291 0.397 0.452
H 2.6980 -1.0999 3.6470 -0.955 0.739 -0.124 -0.089
H 3.7731 1.1406 6.6995 0.949 0.349 0.273 0.256
H 4.9765 1.2596 5.3272 -0.284 -0.028 -0.128 0.327
H 4.8415 -0.2602 6.3203 0.684 0.454 0.286 0.365
H 4.7376 -0.9305 1.5844 0.709 -0.097 -0.245 0.350
H 3.2982 -0.3184 1.1702 -0.789 0.257 -0.952 -0.064
C 0.1042 -7.6116 7.1096 -0.129 0.488 -1.061 -1.250
C 1.3906 -7.4293 6.2251 0.907 -0.148 1.303 0.598
C 1.9705 -6.0046 5.9645 -1.663 0.278 -0.655 -0.797
O 0.9606 -5.1534 5.3573 0.377 0.264 -0.229 -0.266
C 1.4422 -3.8446 5.0566 0.071 -0.493 0.228 -0.781
N 2.4618 -8.2334 6.8581 0.154 0.025 0.303 -0.741
H -0.3531 -8.5810 6.9117 0.295 -0.112 -0.122 0.352
H -0.6640 -6.8855 6.8436 0.089 0.179 -0.172 0.298
H 0.1872 -7.5532 8.1948 0.759 0.165 -0.058 0.338
H 1.2649 -7.9188 5.2593 -0.513 0.273 -0.096 0.184
H 2.7788 -6.0875 5.2378 0.313 -0.224 -0.028 0.327
H 2.3706 -5.5109 6.8501 -0.097 -0.135 0.372 0.361
H 1.6659 -3.3130 5.9815 0.022 0.227 0.068 0.592
H 0.7454 -3.2611 4.4550 -0.585 -0.331 0.346 -0.186
H 2.3373 -3.8443 4.4345 0.520 -0.401 0.010 0.442
H 2.6847 -7.8895 7.7812 -0.490 0.059 0.457 0.268
H 3.3646 -8.1407 6.4149 -0.006 -0.085 -0.746 0.253
C -0.1522 2.6391 -2.7529 -0.924 0.780 -1.675 -0.015
C -1.6091 2.1071 -2.9978 0.269 0.491 -0.159 0.475
C -2.2917 2.7212 -4.2599 0.974 0.030 0.866 -0.727
O -2.3015 4.1546 -4.1685 0.596 -0.906 1.045 -0.242
C -2.8999 4.7534 -5.2706 0.396 0.224 -0.793 -0.856
N -1.6286 0.6296 -3.0151 -0.443 0.892 0.728 0.965
H 0.4120 2.2951 -1.8861 -0.506 -0.056 0.185 -0.359
H -0.1802 3.7262 -2.8268 0.017 0.150 0.669 -0.041
H 0.4470 2.4191 -3.6365 0.144 -0.562 -0.155 0.304
H -2.2563 2.4410 -2.1868 0.114 -0.168 0.418 0.163
H -3.3182 2.3728 -4.3738 -0.078 -0.244 0.144 0.346
H -1.6994 2.3199 -5.0822 0.022 0.456 -0.712 0.095
H -3.9116 4.3708 -5.4048 -0.072 0.011 -0.387 0.332
H -2.2369 4.5973 -6.1216 -0.390 -0.433 -0.621 0.356
H -2.9180 5.8418 -5.2142 -0.160 -0.015 0.759 0.227
H -0.9738 0.2041 -3.6556 0.153 0.529 -0.456 0.027
H -1.1709 0.4793 -2.1274 -0.524 -0.673 0.270 -0.229
C 0.0960 2.9282 3.9619 -0.646 0.157 0.491 -1.006
C -1.3340 3.3587 4.4595 2.584 0.807 1.857 0.744
C -1.2976 4.7834 5.0763 0.815 -0.666 0.799 -1.297
O -2.5471 5.2410 5.5205 -0.285 -0.088 0.254 -0.313
C -2.3944 6.5242 6.1003 -0.556 0.324 0.139 -0.811
N -2.2681 3.3714 3.4150 -1.284 0.255 -1.020 -0.281
H 0.9438 3.1618 4.6060 -0.283 0.077 0.563 0.597
H 0.3744 3.3804 3.0100 -0.415 -0.124 -0.243 0.139
H 0.0276 1.8417 3.9069 0.347 -0.097 -0.428 -0.030
H -1.6225 2.6390 5.2256 0.003 0.038 0.252 -0.074
H -0.9071 5.5003 4.3540 0.285 0.051 -0.444 0.468
H -0.6588 4.8208 5.9587 0.590 -0.236 -0.067 0.562
H -3.2606 6.7450 6.7240 -0.231 -0.078 -0.382 0.248
H -2.2779 7.2765 5.3201 -0.092 0.168 -0.077 0.330
H -1.5524 6.6402 6.7827 0.405 -0.499 -0.057 0.329
H -3.1003 2.9123 3.7568 -0.255 -0.076 -0.211 0.159
H -2.5051 4.3527 3.4467 -0.906 0.115 -1.148 0.320
```
Forces are in eV/Å.